# 1
The following is a quantum chemistry calculation of a structure of composition C6H11BrN at a distorted geometry, from OMol25.

```
19
Properties=species:S:1:pos:R:3:forces:R:3:mulliken_charge:R:1
C -0.1987 2.4774 -0.1861 -0.589 -0.883 -0.578 -0.171
C -0.2773 1.3910 -1.0163 0.098 1.348 -1.079 -0.645
C 0.2938 1.6629 0.9565 -0.217 0.426 2.723 -0.816
C -0.0148 0.4899 0.0388 0.079 1.000 -0.756 0.289
C 0.1012 -1.4827 1.1555 -2.842 -1.622 1.110 -0.805
C 0.2496 -1.3944 -1.3590 -0.815 1.185 0.631 -0.777
N 0.6599 -0.7950 -0.0131 -3.284 0.193 -0.856 0.209
Br -2.7324 -0.5307 0.2062 1.539 0.866 -0.072 -0.218
H -0.5477 3.4984 -0.2334 0.443 0.138 -0.242 0.423
H -0.3921 1.3464 -2.0940 -0.481 -0.276 0.285 0.390
H 1.3704 1.8063 1.1636 -0.379 -0.170 -0.086 0.278
H -0.2605 1.8069 1.9175 0.351 -0.533 -0.711 0.327
H 0.8661 -2.0716 1.5342 1.181 -1.687 0.703 0.364
H -0.2491 -0.8552 2.0019 0.463 0.233 -0.966 0.326
H -0.8401 -2.0336 0.8315 1.549 0.447 0.510 0.336
H -0.7813 -1.7016 -1.3275 -0.308 -0.218 0.579 0.305
H 0.2572 -0.6102 -2.0833 0.504 0.402 -0.390 0.334
H 0.8543 -2.1627 -1.6733 1.626 -1.806 -0.281 0.412
H 1.6414 -0.8412 0.1801 1.080 0.956 -0.523 0.440
```
Forces are in eV/Å.

The energy above the lowest of the compared OMol25 structures with the same formula, charge and spin comes out at 110.7 kcal per mole. As for the frontier orbital gap (spin up / spin down): 6.59 / 6.59 eV. As for the charge: +1. As for the spin multiplicity: 1. As for the largest force on an atom: 0.067 hartree/bohr.



# 2
The following is a quantum chemistry calculation of an isolated molecule of C25H33N7O4 at a distorted geometry, from OMol25.

```
69
Properties=species:S:1:pos:R:3:forces:R:3:mulliken_charge:R:1
H -0.0587 3.2907 -1.0353 0.039 -0.227 -0.109 0.359
N -0.8273 2.7483 -0.6642 0.301 0.621 0.007 -0.591
C -0.9021 1.5222 -1.0069 -0.106 0.024 -0.261 0.412
C -1.9759 0.6875 -0.4918 -0.131 -0.815 -0.086 0.322
C -2.8295 1.0757 0.6791 -0.020 0.282 -0.026 0.091
O -3.4622 0.2258 1.2869 -0.159 -0.310 0.047 -0.719
N -2.8364 2.3794 0.9999 -0.102 0.197 0.082 -0.076
C -3.4843 2.8662 2.1894 -0.006 0.017 0.354 -1.006
C -2.4985 3.4683 3.2134 -0.268 -0.094 -0.164 -0.963
N -1.4698 2.6092 3.7521 0.027 -0.059 -0.100 0.111
C -0.3414 2.3379 2.8822 0.348 -0.187 0.352 -0.183
C 0.7784 1.7383 3.7344 0.042 0.314 -0.354 -0.816
O 0.3576 0.5367 4.3418 0.013 -0.198 -0.079 -0.304
C -0.7826 0.7567 5.1417 -0.393 0.005 0.143 -0.781
C -1.9358 1.3651 4.3391 0.327 -0.120 0.167 -0.380
C -2.1965 -0.5451 -1.0163 0.015 0.428 0.186 -0.799
C -1.3729 -1.0646 -2.0421 0.323 0.127 -0.142 0.786
C -1.6516 -2.3315 -2.6445 -0.176 0.242 0.261 -0.213
O -2.6029 -3.0534 -2.4414 0.001 -0.021 0.010 -0.677
N -0.6534 -2.7479 -3.5992 0.435 0.348 -0.061 0.096
C -0.8391 -3.9397 -4.2260 -0.094 -0.749 -0.411 -0.274
C 0.0540 -4.4193 -5.1263 -0.255 0.061 0.208 -0.673
C 1.2097 -3.6608 -5.4166 0.027 0.337 0.198 -0.304
C 1.4025 -2.4679 -4.7929 0.020 -0.379 -0.248 -0.763
C 0.4571 -1.9727 -3.8561 -0.134 -0.050 0.072 0.324
N 0.6708 -0.8142 -3.2841 0.213 0.432 0.113 -0.410
C -0.2301 -0.3426 -2.4059 -0.498 -0.912 -0.311 0.711
N 0.0093 0.8836 -1.8708 -0.031 0.065 0.126 0.074
C 1.3097 1.4694 -2.1606 0.593 0.201 -0.074 -1.816
C 2.3801 0.8883 -1.2322 -0.185 0.154 0.218 -0.306
C 2.1528 1.3049 0.2334 0.008 -0.087 -0.152 0.397
N 2.8086 0.5121 1.2474 0.158 -0.087 -0.010 0.504
C 4.2562 0.4862 1.1744 0.038 -0.140 0.331 -0.618
C 4.7852 -0.1420 2.4662 0.171 0.269 -0.246 -0.708
O 4.2874 -1.4463 2.6381 0.111 -0.136 -0.057 -0.435
C 2.8766 -1.4395 2.6770 -0.374 -0.036 -0.159 -0.668
C 2.2894 -0.8352 1.4005 0.147 -0.105 0.272 -0.427
H -2.1933 2.9767 0.4814 -0.038 -0.127 0.004 0.348
H -4.0243 2.0233 2.6273 -0.023 0.161 -0.037 0.489
H -4.2071 3.6446 1.9191 -0.026 -0.079 0.091 0.373
H -3.0929 3.8310 4.0593 -0.030 0.110 -0.091 0.371
H -1.9954 4.3265 2.7587 -0.045 0.070 0.058 0.440
H -0.0022 3.2690 2.4249 0.020 0.001 -0.073 0.555
H -0.5919 1.6191 2.0871 0.076 0.061 -0.030 -0.116
H 1.6427 1.4867 3.1160 -0.035 0.069 0.058 0.064
H 1.0676 2.4640 4.5101 -0.007 -0.023 -0.067 0.347
H -1.0643 -0.2175 5.5448 -0.028 0.071 0.028 0.371
H -0.5249 1.4364 5.9688 -0.043 -0.070 -0.047 0.376
H -2.7707 1.5786 5.0096 -0.045 -0.056 0.024 0.491
H -2.2640 0.6412 3.5760 -0.063 0.041 0.047 0.131
H -3.0027 -1.1530 -0.6332 -0.074 0.015 0.091 0.595
H -1.7471 -4.4519 -3.9396 0.048 0.056 0.004 0.453
H -0.1190 -5.3658 -5.6095 -0.089 -0.085 0.009 0.413
H 1.9292 -4.0330 -6.1290 0.099 0.006 -0.061 0.419
H 2.2652 -1.8497 -4.9770 0.056 0.068 0.004 0.460
H 1.5528 1.2291 -3.1968 -0.048 0.211 0.185 0.503
H 1.2652 2.5539 -2.0537 -0.064 -0.125 -0.098 0.640
H 2.3470 -0.1988 -1.3180 0.072 -0.018 -0.058 0.350
H 3.3603 1.2255 -1.5721 0.053 -0.054 -0.053 0.475
H 2.4792 2.3419 0.3681 -0.115 0.054 -0.036 0.319
H 1.0855 1.2593 0.4603 0.022 0.106 0.005 -0.866
H 4.6257 1.5099 1.0830 0.059 0.015 -0.022 0.423
H 4.6200 -0.1046 0.3160 0.031 0.054 0.006 0.326
H 5.8731 -0.2288 2.4390 -0.051 0.069 0.021 0.369
H 4.4863 0.4877 3.3177 0.052 -0.013 -0.063 0.322
H 2.5699 -2.4808 2.7855 -0.052 0.073 0.022 0.389
H 2.5210 -0.8619 3.5412 -0.001 -0.058 -0.040 0.283
H 1.2028 -0.7900 1.4923 -0.071 -0.029 -0.009 0.247
H 2.5537 -1.4833 0.5461 -0.063 0.009 0.033 0.359
```
Forces are in eV/Å.

The energy above the lowest of the compared OMol25 structures with the same formula, charge and spin comes out at 5.1 kcal per mole. As for the frontier orbital gap: 7.31 eV. As for the charge: 0. Its structure (SMILES) is [H]/N=c1/c(C(=O)NCCN2CCOCC2)cc2c(=O)n3ccccc3nc2n1CCCN1CCOCC1. As for the spin multiplicity: 1. As for the largest force on an atom: 0.021 hartree/bohr.



# 3
The following is a quantum chemistry calculation of a structure of composition C11H15BF9N3O6TeW, from OMol25.

```
47
Properties=species:S:1:pos:R:3:forces:R:3:mulliken_charge:R:1
W 0.8133 0.2218 -0.2436 -0.066 0.364 0.189 2.965
O -1.0442 1.3202 0.1771 -0.152 0.027 -0.200 -0.399
C -1.2779 1.7778 1.5322 0.014 0.097 0.257 -0.515
C -0.0288 2.5234 1.9524 0.050 0.025 -0.238 -0.731
N 1.2039 1.7993 1.4653 -0.039 0.193 0.327 0.010
C 2.1034 2.8029 0.8305 -0.065 0.088 0.012 -0.507
C 1.4440 3.0957 -0.4966 0.003 -0.046 -0.040 0.470
O 1.1404 4.1122 -1.0019 0.093 0.023 0.050 -0.437
O 1.1586 1.8614 -1.0720 -0.215 0.021 -0.047 -0.522
C 1.9031 1.0985 2.5675 -0.051 -0.021 -0.004 -0.709
C 2.6348 -0.0877 1.9920 -0.040 -0.409 0.145 0.354
O 3.2475 -0.9028 2.5868 -0.022 0.213 -0.017 -0.515
O 2.4444 -0.1748 0.6277 -0.258 -0.122 -0.337 -0.353
H -1.3560 1.9392 -0.5024 -0.003 0.001 0.062 0.368
H -1.4893 0.8956 2.1261 0.051 -0.021 -0.024 0.215
H -2.1484 2.4306 1.5460 0.002 -0.008 -0.055 0.525
H 0.0372 2.6806 3.0276 -0.093 -0.072 0.025 0.522
H -0.0418 3.5075 1.4827 0.033 -0.005 0.023 0.451
H 3.0920 2.3748 0.6564 -0.025 -0.043 0.010 0.433
H 2.1925 3.6989 1.4431 -0.001 0.000 -0.019 0.480
H 1.1880 0.7130 3.2947 -0.022 0.004 -0.062 0.508
H 2.6014 1.7563 3.0884 -0.027 0.016 -0.022 0.517
F 0.6130 -1.2877 -3.5916 0.158 -0.133 0.167 -0.342
Te -0.1501 -2.1864 -2.1866 -0.224 0.088 0.300 1.685
F 1.8412 -0.3263 -1.6864 0.267 0.096 -0.033 -0.546
F -1.5815 -2.3763 -3.3291 0.027 0.056 0.005 -0.383
F 0.8991 -2.1428 -0.5267 0.381 -0.294 -0.270 -0.496
F 0.9801 -3.5577 -2.6467 -0.230 0.001 -0.031 -0.340
O -0.6521 -0.5464 -1.3919 0.228 -0.308 -0.031 -0.830
N -3.2807 -6.3997 1.0355 -0.055 -0.021 0.022 -0.399
C -2.6143 -5.4733 0.3656 0.054 0.053 -0.044 1.262
C -1.1956 -5.4568 0.3391 0.032 -0.022 0.006 -0.882
C -0.5344 -4.5102 -0.3692 -0.009 -0.109 0.084 -0.313
N -1.2051 -3.5561 -1.0760 -0.047 0.280 -0.061 0.000
C -2.5700 -3.5350 -1.0589 -0.027 -0.112 0.063 -0.261
C -3.2828 -4.4521 -0.3596 -0.001 0.057 -0.045 -0.807
H -2.8034 -7.1347 1.5326 0.006 0.004 -0.008 0.227
H -4.2880 -6.4224 1.0409 0.009 0.000 -0.006 0.224
H -0.6188 -6.2017 0.8697 -0.027 -0.009 0.010 0.392
H 0.5443 -4.4969 -0.4021 -0.012 0.056 -0.032 0.558
H -3.0603 -2.7681 -1.6383 0.009 0.008 0.013 0.525
H -4.3621 -4.3972 -0.3865 -0.005 -0.035 0.031 0.374
F 2.2327 -3.0820 4.8155 0.000 0.053 0.062 -0.172
B 1.4368 -2.6153 3.8970 0.068 -0.234 -0.198 0.553
F 0.0008 -0.5676 1.2544 0.279 0.004 -0.134 -0.806
F 0.7230 -1.5150 4.0978 0.011 0.076 0.002 -0.213
F 1.2898 -3.2516 2.7420 -0.058 0.115 0.093 -0.139
```
Forces are in eV/Å.

The energy above the lowest of the compared OMol25 structures with the same formula, charge and spin comes out at 7.3 kcal per mole. As for the frontier orbital gap: 7.64 eV. As for the charge: +2. As for the spin multiplicity: 1. As for the largest force on an atom: 0.011 hartree/bohr.